Entry 1:
This record from OMol25 describes a molecular structure, CH2I2O at a distorted geometry. The level of theory is the ωB97M-V functional and the def2-TZVPD basis.

Its relative energy (zero: lowest compared OMol25 entry of this formula, charge and spin) is 2.093 eV. The value obtained for the orbital gap is 9.48 eV. The calculated total energy comes out at -709.82967 a.u. As for the net charge: 0.

Geometry as XYZ:
```
6
Properties=species:S:1:pos:R:3:forces:R:3
C 0.195693 0.275888 -0.339946 -1.02 -1.25 4.76
O -1.035547 -0.326718 1.036320 2.66 1.38 -3.22
I 1.692069 -1.171410 -0.124873 -0.02 0.33 -0.24
I 0.583525 2.253978 -0.008790 0.12 0.26 0.19
H -0.419825 0.150220 -1.147570 -1.29 -0.47 -1.96
H -1.015916 -1.181956 0.584860 -0.45 -0.26 0.48
```
Positions in Å, forces in eV/Å.

=====

Entry 2:
This record from OMol25 describes a molecular structure, C24H29BCrNO3 at a distorted geometry. The level of theory is the ωB97M-V functional and the def2-TZVPD basis.

Its expectation value of S² is 2.03. The value obtained for the orbital gap (spin up / spin down) is 6.17 / 4.23 eV. The spin multiplicity is 3. The calculated total energy comes out at -2280.50351 a.u. As for the net charge: +3.

Geometry as XYZ:
```
59
Properties=species:S:1:pos:R:3:forces:R:3
O 4.435927 2.254880 -4.287631 -2.27 -4.55 2.31
C 3.963787 1.327820 -3.763106 3.64 5.84 -3.40
Cr 3.115262 -0.015336 -2.723465 -0.50 0.01 -0.66
C 1.676844 1.223000 -2.593049 -5.39 5.98 1.11
O 0.922558 2.111246 -2.477917 3.69 -4.73 -0.71
C 3.807480 0.896821 -1.225679 2.83 4.14 5.14
O 4.212305 1.593223 -0.379175 -1.93 -3.43 -3.81
C 4.230196 -1.624019 -3.699212 0.54 -0.95 -0.23
C 2.994298 -1.423730 -4.340908 0.11 -0.18 -1.00
C 1.806850 -1.443058 -3.606800 -1.37 -0.48 -0.21
C 1.809925 -1.715032 -2.210437 -0.50 -0.09 1.14
C 0.607306 -1.632201 -1.406602 -1.41 0.52 -0.30
C -0.516361 -1.395636 -0.968617 3.75 -0.83 -0.79
C -1.794635 -1.146720 -0.522868 -2.99 0.23 0.32
C -2.697136 -0.494272 -1.442090 0.44 0.20 0.64
C -4.067097 -0.415702 -1.092618 -0.56 -0.11 -0.35
C -5.017099 0.088770 -1.983962 0.52 -0.26 0.62
C -4.599780 0.573196 -3.228873 -0.32 -0.25 0.25
C -3.245455 0.547563 -3.578868 1.27 -0.29 0.48
C -2.282356 0.035304 -2.695186 -0.64 0.43 -0.62
C 3.066236 -1.775789 -1.571985 -0.72 -1.02 1.41
C 4.258153 -1.800393 -2.313483 1.37 -0.27 -0.05
H 5.150771 -1.628221 -4.282951 -0.14 0.10 0.19
H 2.958525 -1.213215 -5.413938 0.03 -0.09 0.34
H 0.843266 -1.240148 -4.089293 0.44 -0.16 0.07
H -2.242541 -1.752638 0.279987 0.40 0.08 -0.60
H -4.356014 -0.813175 -0.124729 -0.17 0.12 -0.08
H -6.066796 0.083454 -1.695391 0.25 0.09 -0.15
H -5.350388 0.941924 -3.934573 0.36 -0.06 0.22
H -2.928338 0.927812 -4.546869 -0.11 -0.08 0.17
H -1.218881 0.014350 -2.970574 -0.59 0.02 0.04
H 3.085266 -1.819760 -0.475358 0.09 -0.18 -0.52
H 5.215829 -1.906374 -1.792674 -0.33 0.06 -0.20
C -1.737257 2.047983 4.674283 -0.10 0.15 0.29
C -0.749683 0.902236 4.558150 -0.01 -0.28 -0.48
N -0.484280 0.458742 3.112453 0.35 -0.01 -0.50
C 0.132144 1.648338 2.386531 -0.17 -0.14 0.49
C 0.433481 1.417828 0.912949 0.14 0.26 -0.34
C 0.554037 -0.660615 3.111803 -0.34 0.34 0.15
C 0.264415 -1.829092 4.045678 0.25 -0.17 0.09
B -1.836197 -0.027901 2.374210 -0.10 0.33 0.85
H -1.477582 -0.325598 1.151603 -0.07 0.00 -0.41
H -1.909807 2.218543 5.742279 0.03 0.02 -0.18
H -1.345830 2.981754 4.260794 -0.10 -0.12 0.15
H -2.707653 1.837459 4.217077 0.24 -0.04 0.12
H 0.230907 1.187446 4.962859 -0.17 -0.09 -0.02
H -1.100430 0.015108 5.093929 0.00 0.23 -0.16
H -0.557444 2.496040 2.500201 0.23 -0.40 -0.16
H 1.054417 1.892288 2.940264 -0.28 -0.01 -0.24
H 0.907410 2.325943 0.514943 -0.10 -0.10 0.18
H 1.131685 0.588472 0.743281 -0.09 0.03 0.10
H -0.472464 1.238025 0.322841 0.20 0.14 0.20
H 0.622287 -1.010582 2.073627 -0.04 0.07 0.24
H 1.505963 -0.186056 3.389440 -0.12 -0.18 -0.09
H 0.934315 -2.649303 3.754652 -0.16 0.15 0.11
H 0.507772 -1.586307 5.087091 -0.17 -0.06 -0.26
H -0.762138 -2.207869 3.984715 0.25 0.20 -0.03
H -2.287615 -1.021778 2.898952 0.27 0.05 -0.36
H -2.628377 0.884929 2.344267 0.26 -0.18 -0.53
```
Positions in Å, forces in eV/Å.

=====

Entry 3:
This record from OMol25 describes a molecular structure, C25H25N2O11P2SSbV at a distorted geometry. The level of theory is the ωB97M-V functional and the def2-TZVPD basis.

Its expectation value of S² is 0.87. The value obtained for the orbital gap (spin up / spin down) is 7.13 / 5.73 eV. The spin multiplicity is 2. The calculated total energy comes out at -4170.25704 a.u. As for the net charge: 0.

Geometry as XYZ:
```
68
Properties=species:S:1:pos:R:3:forces:R:3
V 1.636196 -0.231002 -1.798129 1.20 1.58 -0.08
O 1.827236 -3.847853 2.553748 0.09 -0.04 0.20
C 0.863633 -4.219331 1.735119 -0.25 -0.04 -0.09
O 0.110200 -5.132125 1.982119 0.06 -0.03 -0.01
C 0.708667 -3.424172 0.489724 -0.02 0.16 -0.07
C -0.121806 -3.711866 -0.569961 -0.01 -0.21 0.51
N -0.017638 -2.704526 -1.458973 -0.03 0.11 0.00
N 0.845562 -1.771777 -1.038537 -0.78 -1.69 0.79
C 1.308757 -2.187180 0.151471 0.08 0.05 -0.15
C 2.524113 -1.445400 0.592341 -0.34 -0.71 0.46
O 3.115847 -1.790244 1.623347 0.08 0.18 -0.05
O 2.848816 -0.522558 -0.218503 0.51 -0.20 -0.53
H 2.371961 -3.063251 2.226686 -0.07 0.00 -0.05
H -0.773902 -4.556714 -0.706764 -0.02 0.01 -0.09
H -0.395861 -2.621223 -2.391123 -0.02 0.04 0.04
C 2.204308 0.687066 -6.024165 0.04 0.03 0.03
C 1.326301 1.408595 -5.006691 0.03 -0.44 0.50
O 0.581599 2.478672 -5.553308 -0.01 0.06 -0.08
P 2.349789 2.057595 -3.644732 0.24 1.04 -0.29
O 3.449095 2.898766 -4.413250 0.00 -0.05 0.03
O 1.561888 3.160327 -2.829147 0.20 -0.10 -0.20
O 2.962455 1.013151 -2.770667 -0.10 -0.13 -0.22
P 0.128620 0.197828 -4.271860 -1.16 0.48 -0.56
O -0.489285 1.077285 -3.037239 0.05 -0.38 -0.39
O -0.941670 -0.076790 -5.249344 0.28 0.01 -0.25
O 0.880120 -0.929994 -3.596332 0.35 0.27 0.63
H 2.817018 1.406358 -6.564997 0.02 -0.01 0.01
H 1.565395 0.151257 -6.727900 0.02 -0.01 -0.01
H 2.843202 -0.033280 -5.510971 0.04 -0.03 -0.11
H -0.110735 2.081028 -6.102197 -0.02 -0.02 0.02
H 4.149208 3.227130 -3.831463 -0.05 0.01 -0.07
H 1.144757 2.817922 -2.018172 -0.16 0.00 -0.05
H -1.209298 1.633709 -3.365118 0.04 0.02 0.09
S 0.705046 1.364470 -0.309378 -0.47 -0.21 0.00
Sb -0.466531 0.335897 1.434012 -0.39 0.56 0.36
C 0.787793 0.082870 3.151685 -0.39 -0.14 -0.50
C 0.479957 -0.744076 4.220572 -0.04 -0.04 -0.04
C 1.389006 -0.860338 5.261035 -0.05 -0.13 0.05
C 2.587919 -0.164420 5.223868 0.01 0.07 -0.05
C 2.877399 0.670531 4.154176 0.02 0.00 0.04
C 1.975112 0.799405 3.111636 0.01 -0.06 -0.16
C -2.036478 -1.043296 0.901103 0.74 0.26 0.08
C -2.512945 -0.904083 -0.396932 0.12 0.04 -0.08
C -3.516220 -1.748130 -0.851281 -0.03 0.03 0.01
C -4.034904 -2.724560 -0.010638 0.04 0.04 -0.01
C -3.557557 -2.851728 1.286304 -0.05 0.00 0.05
C -2.554171 -2.011384 1.749022 0.11 -0.01 0.08
C -1.636222 2.042570 1.938241 0.07 -0.29 0.04
C -0.980214 3.254918 2.122827 0.01 -0.05 -0.02
C -1.712410 4.407528 2.357901 0.06 0.00 0.00
C -3.098729 4.349102 2.411583 -0.02 0.01 -0.03
C -3.752043 3.139588 2.235094 -0.06 0.01 -0.01
C -3.021515 1.982844 1.999421 0.05 -0.08 0.01
H -0.444841 -1.306650 4.241081 0.02 -0.03 0.06
H 1.168092 -1.523622 6.086451 0.01 0.01 0.03
H 3.307446 -0.286399 6.022211 -0.01 0.01 0.02
H 3.821580 1.195509 4.104293 0.01 0.01 0.05
H 2.219271 1.406584 2.246669 0.04 -0.02 0.01
H -2.081977 -0.159118 -1.059487 -0.04 -0.01 -0.01
H -3.886828 -1.638084 -1.862426 0.00 -0.03 0.00
H -4.808062 -3.391526 -0.368856 -0.02 0.01 0.01
H -3.965181 -3.605760 1.946013 0.02 -0.04 -0.01
H -2.180851 -2.127607 2.758681 0.00 -0.04 -0.01
H 0.101014 3.293979 2.058547 0.00 0.10 0.01
H -1.200970 5.352754 2.483162 -0.01 0.01 0.03
H -3.671045 5.251906 2.578749 0.00 0.01 0.02
H -4.832846 3.095142 2.265312 -0.01 0.00 0.03
H -3.531647 1.037785 1.854338 -0.05 0.02 -0.01
```
Positions in Å, forces in eV/Å.

=====

Entry 4:
This record from OMol25 describes a single C6H9N molecule. The level of theory is the ωB97M-V functional and the def2-TZVPD basis.

Its relative energy (zero: lowest compared OMol25 entry of this formula, charge and spin) is 6.142 eV. The value obtained for the orbital gap is 8.48 eV. The calculated total energy comes out at -288.55633 a.u. As for the net charge: 0.

Geometry as XYZ:
```
16
Properties=species:S:1:pos:R:3:forces:R:3
C -0.301860 0.654867 1.908690 -0.05 -0.08 -0.14
C -0.838951 0.375143 0.530632 -0.22 -0.34 0.23
N -0.539474 1.852027 1.241682 0.00 0.00 0.00
C -0.105715 1.285849 -0.732508 0.16 0.12 -0.19
C 0.081905 -0.134372 -0.531159 0.04 0.18 0.02
C 1.220715 -1.076457 -0.465679 0.16 -0.02 0.10
C -0.004718 -1.392720 -1.306384 -0.15 -0.09 -0.11
H 0.717265 0.321323 2.153725 -0.07 0.03 -0.05
H -1.044577 0.306603 2.636306 -0.03 0.12 0.00
H -1.901821 0.181881 0.404300 0.22 0.03 0.06
H 0.702318 1.984627 -0.584406 -0.05 -0.13 -0.11
H -0.900924 1.615528 -1.397074 0.10 -0.07 0.19
H 1.362516 -1.640292 0.452838 -0.05 0.09 -0.14
H 2.140430 -0.820495 -0.984927 -0.16 0.01 0.05
H 0.091743 -1.350473 -2.386854 -0.01 0.03 0.14
H -0.678850 -2.163039 -0.939181 0.11 0.13 -0.05
```
Positions in Å, forces in eV/Å.